No. 1
Entry from the OMol25 dataset: a molecular structure, C31H51BFN7P2W (ωB97M-V with the def2-TZVPD basis set).

Geometry as XYZ:
```
94
C31H51BFN7P2W, DFT ωB97M-V with the def2-TZVPD basis set
W 0.4063 -0.1761 -0.6389
C -2.6111 2.0243 -1.8030
C -2.1693 2.5748 -0.4454
C -2.5645 4.0531 -0.3567
C -2.9158 1.8364 0.6761
P -0.3343 2.2937 -0.2288
C -0.0079 2.6197 1.5525
N -0.2135 1.3517 2.1828
B -0.1929 0.1156 1.4670
N -0.5364 -0.8726 2.4411
C -0.6848 -2.2705 2.1610
P -0.2980 -2.4239 0.3645
C -1.8892 -2.9560 -0.4491
C -2.6537 -4.0616 0.2890
C -2.7532 -1.6934 -0.4507
C -1.6399 -3.3975 -1.8926
C 1.0627 -3.6856 0.1879
C 1.5996 -3.6434 -1.2472
C 0.5763 -5.1030 0.5062
C 2.1926 -3.3324 1.1671
C -0.7560 -0.2587 3.6732
C -1.1105 -0.7930 4.9001
C -1.2626 0.0869 5.9626
C -1.0608 1.4567 5.8037
C -0.6981 1.9954 4.5771
C -0.5520 1.1218 3.5132
C 0.6863 3.5937 -1.1121
C 0.6020 4.9496 -0.3871
C 2.1555 3.1535 -1.0703
C 0.2438 3.7989 -2.5627
H -3.6966 2.1086 -1.8747
H -2.1806 2.5797 -2.6345
H -2.3568 0.9703 -1.9286
H -3.6545 4.1084 -0.3639
H -2.2275 4.5245 0.5669
H -2.2071 4.6369 -1.2022
H -3.9858 1.9305 0.4841
H -2.6733 0.7774 0.7261
H -2.7183 2.2710 1.6550
H 1.0124 2.9968 1.6792
H -0.6945 3.3870 1.9233
H -0.0037 -2.8948 2.7464
H -1.7022 -2.6235 2.3576
H -2.9780 -3.7588 1.2839
H -3.5579 -4.2814 -0.2823
H -2.0915 -4.9877 0.3737
H -2.9367 -1.3169 0.5570
H -2.2993 -0.8874 -1.0427
H -3.7201 -1.9129 -0.9080
H -1.1762 -4.3804 -1.9431
H -2.6017 -3.4652 -2.4037
H -1.0184 -2.6923 -2.4522
H 0.9108 -4.0857 -1.9626
H 1.8345 -2.6263 -1.5791
H 2.5341 -4.2046 -1.2932
H -0.1159 -5.4836 -0.2428
H 1.4424 -5.7662 0.5160
H 0.1076 -5.1708 1.4892
H 2.5655 -2.3176 1.0434
H 1.8967 -3.4707 2.2060
H 3.0199 -4.0172 0.9778
H -1.2655 -1.8553 5.0315
H -1.5409 -0.2990 6.9327
H -1.1854 2.1128 6.6527
H -0.5341 3.0590 4.4655
H 0.8974 4.8925 0.6591
H 1.3035 5.6280 -0.8753
H -0.3824 5.4037 -0.4481
H 2.5236 3.0366 -0.0500
H 2.3381 2.2149 -1.5879
H 2.7554 3.9293 -1.5478
H -0.7186 4.3029 -2.6305
H 0.9756 4.4388 -3.0577
H 0.1803 2.8704 -3.1275
F 6.4309 -0.2307 0.7341
C 5.1351 -0.1756 0.4495
C 4.2541 0.2768 1.4206
C 2.9056 0.3171 1.1266
C 2.4078 -0.0702 -0.1354
C 3.3541 -0.4944 -1.0868
C 4.7084 -0.5700 -0.8047
H 4.6353 0.5747 2.3874
H 2.2274 0.6465 1.9025
H 3.0433 -0.8014 -2.0799
H 5.4288 -0.9132 -1.5336
N -0.8654 -0.9896 -5.3766
N -0.0195 -0.2964 -4.5400
N 1.1412 0.1693 -4.9360
C 1.6636 0.6200 -3.8066
N 0.8196 0.4460 -2.7825
N -0.2593 -0.1538 -3.2749
H -0.5262 -0.8570 -6.3257
H -1.8084 -0.6262 -5.2727
H 2.6290 1.0890 -3.7346
```

- Total charge: +2
- 2S+1: 3
- <S²>: 2.023
- Kohn-Sham gap (spin up / spin down): 5.94 / 6.44 eV
- Total energy: -2469.1328 Ha


No. 2
Entry from the OMol25 dataset: a single C4H11NOS molecule at a distorted geometry (ωB97M-V with the def2-TZVPD basis set).

Geometry as XYZ:
```
18
C4H11NOS, DFT ωB97M-V with the def2-TZVPD basis set
C -0.5643 -1.7559 1.4221
C 1.2055 -0.0544 -0.8860
C -1.0696 0.5387 -1.7269
C -0.5577 0.8376 2.1640
N -0.1111 0.5686 -0.7139
O -1.1745 -0.5515 -2.6502
S -1.0130 -0.3273 0.8024
H -1.2038 -2.5443 0.9878
H 0.2021 -1.9683 2.1550
H 1.0174 -1.1563 -1.0083
H 1.7315 0.3037 -1.7963
H 1.8729 0.1210 -0.0133
H -1.9209 0.6455 -1.1280
H -0.8613 1.4160 -2.4408
H -1.0375 -1.3568 -2.1678
H 0.4290 1.1297 1.8011
H -1.2618 1.6130 2.0625
H -0.5125 0.2886 3.1425
```

- Energy above the lowest of the compared OMol25 structures with the same formula, charge and spin: 103.7 kcal/mol
- Kohn-Sham gap: 8.55 eV
- Total energy: -687.0442 Ha


No. 3
Entry from the OMol25 dataset: a single C7H13NO molecule at a distorted geometry (ωB97M-V with the def2-TZVPD basis set).

Geometry as XYZ:
```
22
C7H13NO, DFT ωB97M-V with the def2-TZVPD basis set
C -2.0300 -0.2546 0.5290
C -0.7899 -0.4735 0.1221
C -0.4599 -1.7652 -0.5445
N -0.8260 -1.8179 -1.8501
O 0.2148 -2.6327 -0.0147
C 0.4353 0.5111 0.3347
C 0.1697 1.4279 1.5282
C 0.5537 1.3386 -0.9517
C 1.7110 -0.2778 0.5603
H -2.8200 -0.9607 0.3238
H -2.3117 0.6043 1.1150
H -0.6050 -2.6494 -2.3779
H -1.3853 -1.1029 -2.2751
H -0.6938 2.0641 1.3565
H -0.0001 0.8406 2.4269
H 1.0322 2.0711 1.6922
H 1.3998 2.0230 -0.8746
H -0.3488 1.9269 -1.1162
H 0.7061 0.6863 -1.8114
H 2.0526 -0.7692 -0.3445
H 2.5051 0.3585 0.9420
H 1.4902 -1.1487 1.2300
```

- Energy above the lowest of the compared OMol25 structures with the same formula, charge and spin: 6.3 kcal/mol
- SMILES: C=C(C(N)=O)C(C)(C)C
- Kohn-Sham gap: 10.43 eV
- Total energy: -404.5175 Ha


Values for molecular weight, g mol⁻¹, ordered as above
797.40, 121.20, 127.19